Record 1
Molecular formula: C3H14O3S2
Method: DFT, ωB97M-V/def2-TZVPD

E_LUMO in eV: 0.5
Spin multiplicity: 1
HOMO in eV: -9.12
E in eV: -31150.9567
Frontier orbital gap in eV: 9.6
Net charge: 0

Each line ends with the natural charge from an NBO analysis.
Element x y z (Å)
S 1.338 -3.047 -0.099  0.072
S -0.519 -3.211 0.841  0.087
O 0.266 -0.190 -2.750  -0.949
O -1.999 5.310 0.659  -0.937
O -0.108 2.240 -0.525  -0.956
C 1.290 -0.481 0.957  -0.631
C 2.084 -1.780 0.987  -0.533
C -1.611 -2.033 0.023  -0.773
H -1.718 -1.232 0.747  0.224
H 2.146 -2.237 1.952  0.221
H -2.532 -2.555 -0.190  0.229
H 0.740 -0.803 -2.169  0.475
H 0.657 -0.416 0.089  0.198
H -1.362 -1.530 -0.899  0.235
H 0.170 1.469 -1.033  0.483
H -1.128 4.891 0.675  0.471
H 0.549 -0.387 1.752  0.222
H -0.827 2.620 -1.043  0.473
H 1.937 0.378 0.980  0.223
H -2.192 5.397 1.599  0.466
H -0.285 -0.823 -3.241  0.474
H 3.106 -1.578 0.688  0.224

***

Record 2
Molecular formula: C3H14O4
Method: DFT, ωB97M-V/def2-TZVPD

E_LUMO in eV: 0.6
Spin multiplicity: 1
HOMO in eV: -10.17
E in eV: -11528.2194
Frontier orbital gap in eV: 10.8
Net charge: 0

Each line ends with the natural charge from an NBO analysis.
Element x y z (Å)
O -1.530 2.229 -0.196  -0.985
O 0.402 0.064 -0.997  -0.779
O -3.342 -0.026 0.618  -0.958
O -1.334 -2.113 -0.014  -0.979
C 1.974 -1.235 0.079  -0.623
C 2.035 1.255 0.253  -0.632
C 1.156 0.055 0.214  0.092
H 2.697 1.351 -0.632  0.209
H 1.289 -1.971 -0.375  0.203
H 2.706 0.972 1.104  0.209
H 0.454 0.081 1.113  0.167
H 2.791 -0.963 -0.633  0.214
H -0.251 0.810 -0.955  0.504
H -0.609 -1.646 -0.466  0.499
H 1.393 2.107 0.330  0.223
H -1.386 -2.956 -0.423  0.474
H -2.037 2.960 -0.598  0.479
H -2.208 1.600 0.127  0.505
H -3.806 -0.251 -0.192  0.469
H -2.669 -0.684 0.593  0.497
H 2.274 -1.639 1.051  0.216

***

Record 3
Molecular formula: C3H14O4
Method: DFT, ωB97M-V/def2-TZVPD

E_LUMO in eV: 0.4
Spin multiplicity: 1
HOMO in eV: -9.91
E in eV: -11527.0442
Frontier orbital gap in eV: 10.3
Net charge: 0

Each line ends with the natural charge from an NBO analysis.
Element x y z (Å)
O 2.284 2.479 1.757  -0.927
O -1.253 2.216 1.264  -0.944
O -1.257 -0.965 -0.858  -0.730
O 0.580 1.863 -1.120  -0.932
C -0.440 -3.068 -1.446  -0.619
C 0.345 -1.840 0.656  -0.633
C -0.201 -1.776 -0.747  0.086
H 2.007 3.097 1.036  0.466
H -1.895 1.480 1.181  0.477
H 0.356 2.575 -0.476  0.464
H 0.620 -1.414 -1.357  0.147
H 1.460 -2.134 0.845  0.226
H -0.208 -2.577 1.290  0.192
H -0.812 -2.930 -2.451  0.203
H -0.343 1.587 -1.233  0.468
H -2.042 -1.306 -1.398  0.484
H 0.495 -3.574 -1.520  0.216
H -1.125 -3.730 -0.926  0.194
H 0.064 -0.880 1.169  0.233
H 1.749 2.778 2.513  0.461
H -1.368 2.387 2.210  0.467

***

Record 4
Molecular formula: C3H14O5
Method: DFT, ωB97M-V/def2-TZVPD

E_LUMO in eV: 0.3
Spin multiplicity: 1
HOMO in eV: -9.66
E in eV: -13573.1921
Frontier orbital gap in eV: 10.0
Net charge: 0

Each line ends with the natural charge from an NBO analysis.
Element x y z (Å)
O -1.681 -0.438 -2.372  -0.945
O 1.048 -0.549 -2.995  -0.980
O -3.230 1.813 2.033  -0.913
O -0.608 2.130 0.024  -0.978
O 1.855 0.568 -0.480  -0.728
C 0.889 -2.221 1.403  -0.383
C 1.963 -0.251 0.569  -0.097
C 0.687 -0.962 0.937  -0.224
H 2.703 -1.005 0.198  0.174
H -0.993 1.852 -0.871  0.497
H -0.237 -0.483 0.894  0.210
H 2.217 0.145 1.504  0.164
H -3.423 1.122 2.508  0.455
H -2.810 2.324 2.680  0.460
H 1.796 -2.716 1.561  0.193
H 0.978 1.045 -0.176  0.503
H -0.028 -2.862 1.775  0.187
H -1.411 2.438 0.474  0.497
H 1.453 -0.378 -2.089  0.494
H -0.798 -0.531 -2.369  0.481
H -2.053 -0.881 -1.652  0.459
H 1.685 -0.158 -3.557  0.473

***

Record 5
Molecular formula: C3H15N2O2
Method: DFT, ωB97M-V/def2-TZVPD

E_LUMO (spin up / spin down) in eV: 0.6 / 0.5
Spin multiplicity: 2
HOMO (spin up / spin down) in eV: -3.00 / -9.42
E in eV: -10423.6953
<S²>: 0.75
Frontier orbital gap (spin up / spin down) in eV: 3.6 / 9.9
Net charge: 0

Each line ends with the Löwdin spin population.
Element x y z (Å)
O -0.528 -0.202 -1.527  0.091
O -1.207 2.597 -5.098  0.010
N -2.089 -1.079 2.206  0.005
N 1.122 -0.433 0.460  0.171
C 0.036 0.034 1.228  0.040
C 2.434 -0.235 1.188  0.119
C -0.650 -1.214 1.878  0.063
H -2.246 -0.131 2.586  0.003
H -0.846 0.676 -1.558  0.015
H 0.533 0.779 2.068  0.011
H -0.020 -1.637 2.737  0.011
H -1.488 3.542 -5.166  0.000
H 1.006 -1.582 0.283  0.229
H 1.270 -0.054 -0.487  0.057
H -2.695 -1.240 1.481  0.003
H 2.302 -0.160 2.368  0.004
H -0.743 0.726 0.933  0.011
H 2.996 0.677 0.961  0.015
H -0.664 -0.162 -2.544  0.013
H -1.070 2.281 -6.004  0.000
H -0.528 -2.154 1.166  0.063
H 3.072 -1.028 0.840  0.063

***

Record 6
Molecular formula: C3H15N2O2
Method: DFT, ωB97M-V/def2-TZVPD

E_LUMO in eV: -3.2
Spin multiplicity: 1
HOMO in eV: -13.83
E in eV: -10422.1515
Frontier orbital gap in eV: 10.6
Net charge: +1

Each line ends with the natural charge from an NBO analysis.
Element x y z (Å)
O -3.010 2.381 -0.248  -0.960
O -0.045 0.855 4.806  -0.943
N 2.142 -0.844 0.438  -0.694
N 0.195 0.152 -1.048  -0.665
C -0.498 0.639 -2.305  -0.437
C 0.056 -1.324 -0.882  -0.254
C 1.476 -1.887 -0.469  -0.216
H -0.298 0.002 -3.163  0.213
H -3.746 1.861 0.079  0.479
H -0.075 -1.806 -1.851  0.226
H -0.686 0.870 5.537  0.478
H -1.460 1.081 -2.111  0.234
H -3.361 3.101 -0.768  0.484
H 1.404 -2.811 0.111  0.227
H -0.437 0.426 -0.296  0.378
H -0.406 1.541 4.218  0.466
H -0.630 -1.745 -0.144  0.213
H 0.191 1.468 -2.537  0.213
H 2.138 -1.130 1.415  0.437
H 1.698 0.076 0.275  0.469
H 3.116 -0.888 0.179  0.437
H 2.236 -2.018 -1.236  0.217

***

Record 7
Molecular formula: C3H15N2O3
Method: DFT, ωB97M-V/def2-TZVPD

E_LUMO in eV: -3.1
Spin multiplicity: 1
HOMO in eV: -14.30
E in eV: -12470.1251
Frontier orbital gap in eV: 11.2
Net charge: +1

Each line ends with the natural charge from an NBO analysis.
Element x y z (Å)
O -0.956 0.655 -2.721  -0.962
O 2.532 -0.524 -0.607  -0.999
O 2.021 1.586 -2.003  -0.987
N -0.247 -0.293 0.961  -0.522
N -0.433 1.918 0.362  -0.733
C -1.018 -1.622 1.205  -0.207
C -1.012 0.799 0.735  0.384
C -0.940 -1.777 2.704  -0.651
H -0.774 -0.855 3.284  0.230
H 2.438 0.288 -1.101  0.484
H -0.122 -2.463 2.978  0.236
H 0.724 -0.329 0.731  0.455
H 3.377 -0.860 -0.954  0.483
H -1.053 2.782 0.348  0.427
H 1.260 1.100 -2.522  0.513
H -2.080 0.803 0.714  0.229
H -2.032 -1.463 0.811  0.198
H 2.682 1.993 -2.628  0.512
H -0.623 0.430 -3.529  0.471
H 0.595 2.226 0.182  0.468
H -1.904 0.156 -2.649  0.495
H -1.769 -2.185 3.199  0.238
H -0.667 -2.364 0.500  0.239

***

Record 8
Molecular formula: C3H15NO3
Method: DFT, ωB97M-V/def2-TZVPD

E_LUMO in eV: 0.6
Spin multiplicity: 1
HOMO in eV: -9.37
E in eV: -10986.9519
Frontier orbital gap in eV: 10.0
Net charge: 0

Each line ends with the natural charge from an NBO analysis.
Element x y z (Å)
O 0.363 1.148 -3.380  -0.949
O 0.259 2.106 1.993  -0.972
O 0.303 2.368 -0.738  -0.992
N -1.499 -0.119 0.611  -0.891
C 1.332 -1.470 -0.205  -0.620
C -0.069 -2.095 0.032  -0.411
C -0.909 -1.388 1.058  -0.213
H -0.226 1.267 2.066  0.502
H -0.326 -1.217 1.987  0.160
H 1.700 -1.888 -1.136  0.220
H 0.129 -3.126 0.356  0.201
H -2.492 -0.070 0.452  0.373
H -0.691 -2.232 -0.857  0.205
H 0.634 2.266 2.861  0.485
H -1.766 -2.013 1.335  0.192
H -1.030 0.243 -0.211  0.371
H -0.359 3.059 -0.856  0.471
H 1.948 -1.612 0.672  0.208
H 1.163 -0.438 -0.520  0.208
H -0.035 1.468 -2.549  0.480
H 0.336 2.245 0.231  0.509
H 1.235 1.499 -3.202  0.463

***

The records above give, respectively, max |F| values of 1.3 1.8 5.2 7.8 5.2 3.5 6.2 2.5 eV/Å.